Below is C32H48ClIrN2O6P as an isolated structure at a distorted geometry, with properties calculated with ωB97M-V/def2-TZVPD.

Cartesian coordinates (Å):
Ir1 0.13 -0.06 0.74
Cl1 2.06 1.29 0.81
P1 -0.17 0.46 -1.41
O1 2.30 -3.80 7.06
O2 1.21 2.99 5.78
O3 0.60 -0.68 2.73
O4 2.12 -2.44 8.77
O5 2.58 -1.61 2.16
O6 1.37 2.36 7.88
N1 1.48 2.14 6.66
N2 2.23 -2.65 7.54
C1 -1.07 1.04 1.89
C2 3.22 -1.46 -4.25
C3 2.20 -0.69 4.39
C4 -2.03 -1.64 -2.04
C5 -1.89 -0.11 -2.03
C6 -3.45 -2.07 -2.38
C7 0.34 3.27 -0.91
C8 2.27 -1.52 6.65
C9 1.94 0.84 6.23
C10 1.06 -0.59 -2.41
C11 1.75 -1.79 -4.52
C12 0.78 -0.77 -3.90
C13 -1.05 0.30 3.18
C14 0.57 5.02 -2.74
C15 0.12 3.97 -3.76
C16 0.06 4.72 -1.33
C17 -0.81 -2.91 1.33
C18 -2.17 -0.57 3.63
C19 -2.12 -2.55 2.05
C20 0.40 2.53 -3.31
C21 3.50 -1.15 -2.78
C22 -0.27 -1.88 0.44
C23 -2.34 0.48 -3.38
C24 -3.95 -1.46 -3.69
C25 2.04 -0.22 7.13
C26 -3.76 0.06 -3.73
C27 1.86 -1.04 2.97
C28 2.39 -1.76 5.27
C29 -1.93 -2.08 3.50
C30 2.07 0.62 4.85
C31 2.51 -0.14 -2.19
C32 -0.22 2.27 -1.92
H1 -2.04 1.20 1.40
H2 0.95 -1.58 -1.94
H3 0.00 1.84 -4.07
H4 -1.33 -2.08 -2.76
H5 -4.02 0.45 -4.72
H6 0.90 0.19 -4.41
H7 -0.97 4.07 -3.92
H8 -2.67 -1.80 1.47
H9 2.71 -0.02 -1.12
H10 3.44 -2.08 -2.19
H11 -0.07 3.08 0.09
H12 -2.75 -3.45 2.05
H13 3.51 -0.59 -4.85
H14 -0.51 1.97 2.08
H15 -2.37 -0.33 4.69
H16 -0.53 0.83 3.99
H17 0.52 5.40 -0.61
H18 -0.91 -2.30 3.85
H19 0.25 -2.32 -0.43
H20 2.67 0.84 -2.65
H21 1.57 -1.84 -5.59
H22 -3.40 -1.91 -4.53
H23 -2.28 1.58 -3.37
H24 -0.04 -3.18 2.06
H25 4.52 -0.77 -2.66
H26 -4.44 0.52 -3.01
H27 -3.09 -0.28 3.09
H28 -0.25 -1.10 -4.08
H29 -1.30 2.46 -1.99
H30 0.22 6.01 -3.06
H31 1.66 5.05 -2.72
H32 2.56 -2.76 4.89
H33 1.99 1.44 4.13
H34 -5.01 -1.70 -3.84
H35 -1.03 4.88 -1.30
H36 -2.62 -2.63 4.15
H37 -3.49 -3.17 -2.44
H38 -1.66 0.15 -4.18
H39 -4.12 -1.77 -1.57
H40 3.85 -2.30 -4.57
H41 0.60 4.14 -4.74
H42 -2.55 0.31 -1.24
H43 1.49 2.36 -3.27
H44 -1.74 -2.04 -1.05
H45 1.42 3.13 -0.83
H46 -0.99 -3.82 0.73
H47 1.91 -0.04 8.19
H48 1.52 -2.78 -4.11

Values from the calculation:
frontier orbital gap (alpha / beta)	0.1432 / 0.2468	Ha
charge	-1
total energy	-2714.72292	Eh
2S+1	5
LUMO energy (alpha / beta)	1.856 / 0.631	eV

These are the Löwdin partial charges, in e, on atoms 1 to 5: 1.036, 0.153, 0.945, 0.000, -0.052